[1]
18
Properties=species:S:1:pos:R:3:forces:R:3 method="wB97M-V/def2-TZVPD" total_energy_ha=-836.27071 e_above_lowest_kcal_mol=122.4 homo_ev=-9.399
C -1.458 -0.982 -2.323 2.7 -4.3 2.2
C -0.612 -0.053 -1.560 5.2 0.1 -3.9
C 1.388 0.532 0.236 -0.2 0.3 1.0
C -0.104 0.110 2.339 8.1 -9.1 -3.3
H -1.819 -1.936 -1.750 0.8 2.0 -0.6
H -0.905 -1.335 -3.132 0.8 -0.9 -1.6
H -2.231 -0.516 -2.692 -4.4 2.5 -1.8
H -1.098 0.200 -0.783 -3.6 2.8 5.6
H -0.059 0.860 -2.090 -1.6 -1.9 0.8
H -0.620 0.855 2.424 -7.4 7.2 1.5
H -0.323 -0.902 1.741 -0.4 2.5 1.5
H 0.435 -0.143 3.264 -0.4 0.1 -0.2
H 1.813 2.265 1.508 5.6 6.1 -8.5
N 0.942 0.776 1.459 -1.6 -1.8 1.8
O 0.186 -1.948 0.182 0.1 0.4 -0.5
O 2.237 1.256 -0.225 0.8 0.6 -1.5
O 1.448 1.885 2.148 -5.0 -5.8 7.5
S 0.779 -0.924 -0.745 0.4 -0.8 0.2

***

[2]
16
Properties=species:S:1:pos:R:3:forces:R:3 method="wB97M-V/def2-TZVPD" total_energy_ha=-267.84349 e_above_lowest_kcal_mol=51.4 homo_ev=-8.805
C 0.961 -2.476 -0.892 0.3 0.8 1.4
N -0.151 -1.930 -1.113 -0.8 -1.6 1.2
C -0.617 -0.768 -0.361 0.4 2.1 -2.8
C 0.349 0.449 -0.320 -0.1 -0.9 0.0
C -0.343 1.711 0.165 1.0 -0.8 1.4
N -0.818 1.433 1.550 -0.2 1.2 -0.2
H 1.052 -3.561 -0.809 0.2 -0.1 -1.4
H 1.816 -1.925 -0.455 -0.2 -0.1 0.1
H -1.358 -0.275 -1.008 -0.7 -0.8 0.4
H -1.094 -1.150 0.535 0.2 0.2 0.2
H 0.627 0.595 -1.370 0.4 -0.1 0.2
H 1.221 0.182 0.284 0.2 0.5 -0.1
H -1.152 2.015 -0.492 -0.3 -0.1 0.0
H 0.382 2.531 0.210 0.0 0.0 -0.4
H -0.715 2.322 2.034 -0.5 -0.1 0.2
H -0.159 0.846 2.044 0.2 -0.3 -0.2

***

[3]
29
Properties=species:S:1:pos:R:3:forces:R:3 method="wB97M-V/def2-TZVPD" total_energy_ha=-1284.33409 e_above_lowest_kcal_mol=50.1 homo_ev=-8.849
C -0.820 1.633 -1.707 1.1 -0.6 -0.7
N -0.978 1.972 -0.306 -0.1 -1.1 -3.0
C -1.814 3.022 0.057 -0.3 0.1 2.3
O -2.800 3.545 -0.329 -2.1 0.3 -4.0
N -1.454 3.402 1.306 4.1 -3.3 0.6
C -0.303 2.640 1.566 -0.2 2.5 3.7
N 0.346 2.836 2.679 2.8 -0.4 1.4
C 1.448 2.045 2.838 -1.9 -0.6 -0.6
N 1.692 0.946 2.073 0.7 2.2 2.0
C 0.959 0.776 1.002 -0.4 -1.7 -1.5
N 1.254 -0.436 0.328 -1.7 0.6 -0.7
C 0.119 -1.349 -0.109 2.8 0.3 -3.2
C 0.830 -2.716 -0.372 2.4 1.3 -0.8
S -0.052 -3.781 -1.393 -2.4 -2.6 -3.8
O -1.457 -3.642 -1.208 -0.4 0.1 1.8
O 0.280 -3.598 -2.783 1.4 0.5 0.2
O 0.341 -5.422 -1.183 0.0 2.3 -0.8
C 0.007 1.714 0.640 -1.2 0.4 -0.5
H -0.797 2.519 -2.325 -0.4 0.3 -0.1
H 0.160 1.140 -1.959 -0.8 0.4 0.9
H -1.591 0.960 -2.020 -0.6 -0.2 -0.4
H -1.552 4.312 1.651 -0.4 1.2 0.5
H 2.044 2.208 3.740 -0.1 -0.1 -0.5
H 1.998 -0.842 0.874 -0.1 -0.6 0.0
H -0.631 -1.449 0.602 -1.4 -0.2 1.3
H -0.308 -1.076 -1.126 0.4 0.4 1.5
H 1.871 -2.562 -0.953 -2.3 -0.4 1.7
H 0.869 -3.151 0.585 0.9 -1.0 1.2
H 0.338 -5.647 -2.167 0.2 0.1 1.6

***

[4]
14
Properties=species:S:1:pos:R:3:forces:R:3 method="wB97M-V/def2-TZVPD" total_energy_ha=-266.12946 e_above_lowest_kcal_mol=13.9 charge=+1 homo_ev=-14.734
C 1.561 0.346 0.987 -1.4 0.4 -0.5
N 1.559 0.998 -0.368 0.7 1.2 0.0
H 2.393 0.658 1.605 0.4 -0.3 -0.3
H 1.443 -0.706 0.756 0.5 -0.2 0.5
H 0.646 0.676 1.477 0.0 -0.1 0.0
H 2.392 0.695 -0.878 -0.4 -0.1 -0.3
H 0.659 0.813 -0.887 0.5 -0.6 0.4
H 1.624 2.022 -0.331 0.1 -0.2 0.3
C -1.631 -0.834 -0.870 0.1 -0.4 0.3
N -2.405 -1.030 0.209 -0.2 -0.4 -1.1
O -0.709 -0.041 -0.966 -0.2 0.4 0.1
H -1.850 -1.529 -1.686 0.0 -0.1 -0.1
H -3.106 -1.738 0.047 -0.2 0.2 0.5
H -2.576 -0.330 0.906 0.2 0.1 0.3

***

[5]
12
Properties=species:S:1:pos:R:3:forces:R:3 method="wB97M-V/def2-TZVPD" total_energy_ha=-463.93677 e_above_lowest_kcal_mol=77.3 homo_ev=-9.023
H -1.487 -1.115 -2.488 -0.2 -0.6 -0.2
N -1.827 -0.760 -1.600 2.2 0.8 2.0
C -0.817 -0.699 -0.814 2.5 0.2 0.7
N 0.610 -1.272 -1.019 -1.0 2.5 -3.9
C 1.516 -0.533 -0.168 1.8 2.4 -0.5
C 0.915 0.417 0.676 -1.2 -7.8 -6.5
F 1.235 1.110 1.631 2.4 3.2 4.1
C -0.515 0.051 0.578 -3.6 0.7 0.6
F -1.144 1.344 0.639 -0.4 -1.3 -0.1
H 0.902 -0.975 -2.137 -1.0 -1.4 3.9
H 2.612 -0.607 -0.586 -2.1 0.1 1.6
H -0.919 -0.580 1.479 0.7 1.2 -1.5

***

[6]
19
Properties=species:S:1:pos:R:3:forces:R:3 method="wB97M-V/def2-TZVPD" total_energy_ha=-381.63608 e_above_lowest_kcal_mol=17.5 charge=+1 homo_ev=-14.025
C 1.563 -0.258 -1.051 -0.6 0.1 0.2
C 0.377 0.345 -0.711 0.7 0.5 1.9
C 0.318 -0.045 -2.910 -0.1 0.1 0.9
N 1.464 -0.476 -2.397 1.5 -1.1 -1.6
N -0.335 0.477 -1.855 -1.1 0.8 -1.5
C 0.526 0.397 1.875 0.0 0.3 0.1
C -0.157 0.917 0.602 0.2 -0.1 -0.8
H 2.456 -0.567 -0.508 -0.6 0.2 -0.1
H -0.096 -0.166 -3.911 0.5 0.2 0.3
H 2.235 -0.914 -2.933 -1.0 0.3 0.3
H -1.130 1.130 -1.977 0.5 -1.0 0.3
H 0.689 -0.692 1.934 -0.2 0.4 -0.2
H -0.107 0.705 2.724 0.4 -0.2 -0.2
H 1.502 0.904 1.963 -0.3 -0.3 0.2
H -1.254 0.767 0.593 0.5 0.0 0.2
H 0.034 2.007 0.567 -0.3 -0.4 0.0
O -2.836 -1.296 2.973 0.6 -0.5 -1.1
H -1.910 -1.590 2.818 -1.0 0.2 0.2
H -3.340 -1.644 2.203 0.5 0.3 0.9